(1)
5
Properties=species:S:1:pos:R:3:lowdin_charge:R:1 method="wB97M-V/def2-TZVPD" homo_lumo_gap_ev="8.6 / 8.6" spin_multiplicity=1 e_tot_ev=-16550.8302 relative_energy_kcal_mol=62.6
C -0.415 -1.209 -0.760 -0.07
N -0.055 -2.129 -1.406 0.05
N -0.285 1.864 1.221 -0.55
Cl 1.232 1.779 1.180 0.60
H -0.478 -0.305 -0.235 -0.02

---

(2)
6
Properties=species:S:1:pos:R:3:lowdin_charge:R:1 method="wB97M-V/def2-TZVPD" smiles="O=C/N=N/Cl" homo_lumo_gap_ev=9.3 spin_multiplicity=1 e_tot_ev=-18599.9939 relative_energy_kcal_mol=45.2
O 1.629 -1.032 0.525 0.08
C 1.018 -0.307 -0.184 -0.37
N -0.286 -0.034 -0.005 -0.03
N -1.083 0.577 0.653 -0.42
Cl -2.697 0.629 0.178 0.58
H 1.419 0.167 -1.167 0.16

---

(3)
8
Properties=species:S:1:pos:R:3:lowdin_charge:R:1 method="wB97M-V/def2-TZVPD" smiles="N#CS(=O)(=O)NCl" homo_lumo_gap_ev=11.5 spin_multiplicity=1 e_tot_ev=-31482.6768 relative_energy_kcal_mol=30.1
N -1.761 -0.256 3.398 0.15
C -1.109 0.219 2.593 -0.25
S 0.004 0.897 1.328 0.55
O -0.173 2.339 1.316 -0.29
O 1.341 0.383 1.486 -0.28
N -0.582 0.007 0.037 -0.62
Cl -1.770 0.788 -0.864 0.65
H 0.353 -0.067 -0.423 0.08

---

(4)
8
Properties=species:S:1:pos:R:3:lowdin_charge:R:1 method="wB97M-V/def2-TZVPD" homo_lumo_gap_ev=10.8 spin_multiplicity=1 e_tot_ev=-31482.3246 relative_energy_kcal_mol=38.3
C 1.427 0.596 -0.510 -0.24
N 1.991 1.289 -1.224 0.13
N -0.926 -0.148 -0.607 -0.59
O 0.466 -1.669 0.740 -0.28
O 0.098 0.541 1.792 -0.29
S 0.225 -0.299 0.588 0.52
Cl -2.231 -1.222 -0.219 0.64
H -1.049 0.913 -0.560 0.11